Here is 2 unconnected molecules or ions with the total composition C4H14N5 from the OMol25 dataset. Energies are from the ωB97M-V functional and the def2-TZVPD basis.

Each line ends with the Löwdin charge.
Element x y z (Å)
C1 -1.928 -1.384 -0.806  -0.0476
C2 2.209 0.413 -0.552  -0.0241
C3 1.256 -1.593 0.509  -0.0375
C4 -1.583 0.538 0.693  -0.2095
N1 -0.984 2.611 -0.085  0.1199
N2 -1.117 1.296 -0.279  -0.0207
N3 -1.973 -0.715 0.472  0.0269
N4 0.508 0.524 1.118  0.0368
N5 1.321 -0.160 0.429  -0.3220
H1 -1.399 -2.335 -0.721  0.0866
H2 -2.940 -1.588 -1.159  0.1009
H3 -1.427 -0.741 -1.524  0.0867
H4 1.642 0.738 -1.430  0.0901
H5 2.721 1.283 -0.135  0.0971
H6 2.947 -0.323 -0.858  0.0940
H7 2.244 -1.988 0.752  0.1018
H8 0.557 -1.873 1.292  0.0902
H9 0.940 -2.020 -0.445  0.0848
H10 -1.842 0.957 1.667  0.1528
H11 -0.887 3.130 -0.944  0.1283
H12 -2.358 -1.235 1.245  0.1598
H13 0.726 1.520 1.119  0.0755
H14 -1.520 3.055 0.656  0.1290

Summary:
- M: 132.2 g mol⁻¹
- Energy above the lowest of the compared OMol25 structures with the same formula, charge and spin: 0.0 kJ/mol
- Charge: +1
- DFT total energy: -11814.724 eV
- Gap between HOMO and LUMO (spin up / spin down): 7.72 / 7.90 eV
- Multiplicity: 3